{
  "formula": "C3H4N2O2",
  "method": "the ωB97M-V functional and the def2-TZVPD basis",
  "lumo_ha": 0.0047,
  "homo_ev": -9.16,
  "homo_lumo_gap_ev": 9.3,
  "charge": 0,
  "species": ["C", "N", "N", "C", "O", "C", "O", "H", "H", "H", "H"],
  "xyz": [[-1.4913, -0.2928, -0.0640], [-0.1266, -0.0492, 0.2301], [0.7207, -1.2222, 0.2814], [1.6732, -0.5804, -0.2633], [1.8361, 0.7595, 0.0798], [0.5443, 1.1141, 0.4412], [0.1442, 2.1847, 0.8092], [-1.6359, -0.8548, -1.0013], [-1.8842, -0.8622, 0.7708], [-1.9607, 0.6851, -0.1490], [2.1940, -0.8753, -1.1549]],
  "nbo_charge": [-0.40, -0.34, -0.30, 0.40, -0.48, 0.84, -0.58, 0.20, 0.21, 0.23, 0.20]
}